[1]
{
  "formula": "C6H9N",
  "method": "wB97M-V/def2-TZVPD",
  "e_above_lowest_kcal_mol": 15.9,
  "smiles": "Cc1ccc(C)[nH]1",
  "homo_ev": -7.94,
  "spin_multiplicity": 1,
  "fmax_ev_per_a": 1.20,
  "charge": 0,
  "elements": ["C", "C", "C", "C", "C", "C", "N", "H", "H", "H", "H", "H", "H", "H", "H", "H"],
  "coordinates": [[-2.5335, -0.3888, 0.0928], [-1.1184, 0.1120, 0.0462], [-0.6344, 1.3714, 0.2035], [0.8035, 1.3216, 0.1031], [1.1454, 0.0210, -0.0540], [2.4475, -0.7111, -0.0271], [-0.0233, -0.7564, -0.1372], [-2.5934, -1.4102, 0.4854], [-3.1470, 0.2476, 0.7423], [-3.0010, -0.3811, -0.8978], [-1.2257, 2.2558, 0.3998], [1.4838, 2.1621, 0.1251], [2.3696, -1.6973, -0.5023], [3.2453, -0.1458, -0.5126], [2.7203, -0.8912, 1.0206], [0.0613, -1.1098, -1.0878]],
  "atomic_forces_ev_per_a": [[-0.02, 0.01, -0.09], [-0.03, 0.30, -0.11], [-0.12, -0.02, 0.06], [0.14, 0.00, 0.08], [0.14, 0.26, 0.05], [0.09, 0.08, -0.04], [0.08, 0.25, -0.11], [0.12, 0.19, -0.08], [0.20, -0.07, -0.16], [0.03, -0.06, 0.07], [0.03, -0.09, 0.03], [-0.06, -0.08, 0.26], [-0.03, 0.25, 0.01], [-0.02, -0.06, 0.10], [0.10, 0.01, -0.21], [-0.66, -0.99, 0.14]]
}



[2]
{
  "formula": "C6H9N",
  "method": "wB97M-V/def2-TZVPD",
  "e_above_lowest_kcal_mol": 97.9,
  "homo_ev": -8.98,
  "spin_multiplicity": 1,
  "fmax_ev_per_a": 1.80,
  "charge": 0,
  "elements": ["C", "C", "N", "C", "C", "C", "C", "H", "H", "H", "H", "H", "H", "H", "H", "H"],
  "coordinates": [[1.4135, 1.4334, 0.0622], [0.5576, 0.6020, -0.7510], [1.9483, 0.0989, -0.3650], [1.0283, -1.1076, 0.1050], [-0.2910, -0.3583, 0.0174], [-1.3557, -0.0376, 1.0351], [-1.7324, -0.6367, -0.2990], [1.1886, 1.6774, 1.1004], [1.7144, 2.2820, -0.5631], [0.4454, 0.6911, -1.8148], [1.3999, -1.4532, 1.0512], [1.0341, -1.8877, -0.6915], [-1.6013, 1.0057, 1.2288], [-1.4592, -0.6799, 1.9131], [-2.1127, -1.6534, -0.3353], [-2.2089, 0.0376, -1.0182]],
  "atomic_forces_ev_per_a": [[-0.20, -0.03, -0.11], [-0.88, 0.82, -0.67], [-1.61, -0.62, -0.52], [0.66, -0.01, 0.44], [0.21, 0.15, -0.10], [0.23, 0.14, 0.03], [0.16, -0.24, -0.16], [-0.10, -0.21, -0.18], [0.98, -0.45, 0.57], [-0.45, 0.68, -0.32], [-0.19, -0.66, 0.54], [0.55, 0.64, 0.63], [0.04, -0.18, -0.11], [0.23, 0.14, -0.31], [0.08, 0.09, 0.10], [0.28, -0.27, 0.17]]
}